1.
ORCA calculation (ωB97M-V/def2-TZVPD) on a structure of composition C39H34F3P2RhS2 at a distorted geometry.

Cartesian coordinates (Å):
Rh1 0.97 -0.73 -0.42
S1 -1.19 -1.08 -1.75
P1 -1.42 0.39 -0.39
C1 0.04 1.16 -0.05
P2 0.47 2.78 -0.21
S2 2.26 3.26 -0.94
C2 -0.74 3.79 -1.17
C3 -1.53 4.80 -0.63
C4 -2.35 5.57 -1.45
C5 -2.39 5.33 -2.81
C6 -1.60 4.33 -3.36
C7 -0.78 3.57 -2.55
C8 0.33 3.59 1.46
C9 1.15 4.64 1.85
C10 1.03 5.21 3.11
C11 0.08 4.74 4.01
C12 -0.74 3.68 3.63
C13 -0.61 3.11 2.37
C14 -2.06 -0.44 1.14
C15 -3.34 -0.99 1.19
C16 -3.81 -1.58 2.35
C17 -3.00 -1.62 3.48
C18 -1.72 -1.08 3.44
C19 -1.26 -0.49 2.27
C20 -2.96 1.36 -0.82
C21 -3.51 1.27 -2.09
C22 -4.68 1.95 -2.41
C23 -5.31 2.74 -1.46
C24 -4.77 2.84 -0.19
C25 -3.60 2.16 0.13
H1 -1.50 4.99 0.43
H2 -2.96 6.35 -1.01
H3 -3.05 5.92 -3.45
H4 -1.62 4.14 -4.43
H5 -0.15 2.79 -2.97
H6 1.89 5.00 1.15
H7 1.68 6.03 3.40
H8 -0.01 5.18 4.99
H9 -1.47 3.28 4.33
H10 -1.22 2.26 2.09
H11 -3.96 -0.98 0.30
H12 -4.80 -2.01 2.38
H13 -3.37 -2.07 4.40
H14 -1.08 -1.12 4.31
H15 -0.25 -0.08 2.20
H16 -3.01 0.63 -2.82
H17 -5.09 1.86 -3.41
H18 -6.21 3.28 -1.72
H19 -5.26 3.45 0.56
H20 -3.19 2.23 1.13
C26 2.74 0.37 -3.14
C27 3.46 -0.34 -1.98
C28 3.53 -1.84 -2.32
C29 4.88 0.21 -1.85
C30 2.68 -0.11 -0.69
H21 3.33 0.27 -4.06
H22 2.58 1.42 -2.92
H23 1.76 -0.09 -3.30
H24 4.02 -1.97 -3.29
H25 2.53 -2.26 -2.36
H26 4.08 -2.39 -1.56
H27 5.43 0.11 -2.79
H28 5.43 -0.32 -1.08
H29 4.85 1.27 -1.59
H30 3.26 0.43 0.06
F1 3.35 -9.78 -0.14
C31 2.82 -9.32 1.02
F2 3.74 -9.63 1.98
F3 1.74 -10.09 1.27
C32 2.50 -7.87 0.98
C33 3.54 -6.94 1.00
C34 3.28 -5.59 0.86
C35 1.96 -5.11 0.67
C36 0.93 -6.07 0.70
C37 1.19 -7.42 0.84
C38 1.70 -3.75 0.43
C39 1.46 -2.56 0.21
H31 4.56 -7.28 1.13
H32 4.09 -4.87 0.88
H33 -0.09 -5.72 0.60
H34 0.38 -8.13 0.85

Summary:
Multiplicity ... 1
HOMO energy ... -0.7 eV
DFT total energy ... -92403.0987 eV
Relative energy (zero: lowest compared OMol25 entry of this formula, charge and spin) ... 8.3 kJ/mol
Strongest force on any atom ... 1.71 eV/Å
Total charge ... -2
LUMO level ... 4.368 eV

Atom charges from the Mulliken analysis, given in e for atoms 1 to 4: Rh -0.504; S -0.680; P 1.873; C -0.475

=====

2.
ORCA calculation (ωB97M-V/def2-TZVPD) on a structure of composition C39H34IrN7OPS4 at a distorted geometry.

Cartesian coordinates (Å):
Ir1 -4.93 1.26 -0.02
S1 -5.46 2.77 1.95
C1 -4.62 3.84 0.93
C2 -4.48 5.25 0.97
C3 -3.93 5.89 -0.11
C4 -3.39 5.20 -1.19
C5 -3.59 3.85 -1.22
N1 -4.11 3.21 -0.11
H1 -4.72 5.84 1.78
H2 -3.89 6.99 -0.09
H3 -2.93 5.75 -2.04
H4 -3.56 3.21 -2.12
O1 2.16 0.68 2.45
P1 3.48 -0.05 2.62
C6 3.96 -1.29 1.41
C7 3.28 -2.54 1.37
C8 3.48 -3.38 0.24
C9 4.24 -2.95 -0.87
C10 4.84 -1.73 -0.83
C11 4.70 -0.88 0.29
C12 3.34 -1.07 4.18
C13 2.27 -0.83 5.05
C14 2.25 -1.46 6.31
C15 3.25 -2.39 6.63
C16 4.24 -2.76 5.68
C17 4.28 -2.10 4.46
C18 4.92 0.95 2.76
C19 6.20 0.33 2.91
C20 7.27 1.03 3.46
C21 7.10 2.33 3.93
C22 5.85 2.99 3.83
C23 4.76 2.28 3.30
H5 2.67 -2.88 2.20
H6 3.05 -4.37 0.31
H7 4.37 -3.67 -1.70
H8 5.45 -1.37 -1.64
H9 5.20 0.08 0.22
H10 1.51 -0.13 4.75
H11 1.53 -1.20 7.10
H12 3.20 -2.95 7.57
H13 4.95 -3.51 5.95
H14 4.89 -2.52 3.72
H15 6.37 -0.75 2.63
H16 8.25 0.56 3.50
H17 8.01 2.80 4.39
H18 5.74 4.01 4.26
H19 3.76 2.76 3.28
N2 -1.75 -1.54 0.22
C24 -2.16 -1.53 1.56
C25 -3.05 -0.50 1.65
N3 -3.36 -0.05 0.38
C26 -2.49 -0.65 -0.46
H20 -1.24 -2.32 -0.25
H21 -1.77 -2.17 2.35
H22 -3.65 -0.10 2.51
H23 -2.24 -0.45 -1.48
S2 -8.08 -3.41 -4.86
C27 -7.26 -2.35 -3.90
S3 -8.04 -1.16 -2.93
C28 -6.64 -0.75 -2.04
N4 -5.59 -1.38 -2.54
N5 -5.87 -2.22 -3.59
C29 -4.78 -2.98 -4.23
C30 -3.55 -2.93 -3.56
C31 -2.41 -3.40 -4.25
C32 -2.53 -4.04 -5.49
C33 -3.75 -4.12 -6.13
C34 -4.90 -3.64 -5.49
S4 -6.78 0.46 -0.74
H24 -3.50 -2.35 -2.67
H25 -1.41 -3.28 -3.83
H26 -1.61 -4.39 -5.91
H27 -3.83 -4.47 -7.15
H28 -5.87 -3.65 -6.06
N6 0.57 1.76 -0.64
C35 0.38 2.05 -1.94
C36 1.12 3.13 -2.44
C37 0.62 3.57 -3.64
C38 -0.30 2.86 -4.42
C39 -0.75 1.66 -3.93
N7 -0.39 1.25 -2.70
H29 0.91 2.42 0.05
H30 0.09 0.95 -0.28
H31 1.80 3.78 -1.87
H32 0.92 4.61 -3.99
H33 -0.67 3.31 -5.31
H34 -1.39 0.96 -4.44

Summary:
Multiplicity ... 6
<S²> ... 8.82
HOMO energy (spin up / spin down) ... -12.0 / -12.0 eV
DFT total energy ... -108923.0481 eV
Relative energy (zero: lowest compared OMol25 entry of this formula, charge and spin) ... 45.6 kJ/mol
Strongest force on any atom ... 3.37 eV/Å
Total charge ... +2
LUMO level (spin up / spin down) ... -5.731 / -8.913 eV

Atom charges from the Mulliken analysis, given in e for atoms 1 to 4: Ir 0.740; S -0.197; C 0.713; C -0.696

=====

3.
ORCA calculation (ωB97M-V/def2-TZVPD) on a structure of composition C39H35AuCl2N4O2P2.

Cartesian coordinates (Å):
Au1 0.43 0.38 -1.82
C1 -0.74 1.88 2.12
C2 -1.93 1.16 1.46
P1 -1.91 -0.69 1.49
C3 -2.66 -1.10 3.11
C4 -3.82 -0.48 3.59
C5 -4.38 -0.86 4.80
C6 -3.79 -1.88 5.55
C7 -2.65 -2.50 5.08
C8 -2.08 -2.11 3.87
C9 -3.39 -1.03 0.44
C10 -3.57 -2.36 0.05
C11 -4.65 -2.74 -0.72
C12 -5.58 -1.79 -1.12
C13 -5.41 -0.47 -0.75
C14 -4.32 -0.09 0.03
C15 0.62 1.21 1.90
P2 0.82 -0.14 3.14
C16 1.54 0.77 4.57
C17 2.46 1.82 4.47
C18 2.93 2.46 5.61
C19 2.50 2.05 6.86
C20 1.59 1.01 6.98
C21 1.12 0.38 5.83
C22 2.25 -1.10 2.51
C23 3.53 -1.08 3.06
C24 4.52 -1.93 2.58
C25 4.25 -2.80 1.54
C26 2.98 -2.82 0.97
C27 1.99 -1.98 1.46
H1 -0.93 2.00 3.19
H2 -0.71 2.88 1.70
H3 -1.93 1.40 0.39
H4 -2.85 1.55 1.88
H5 -4.30 0.29 3.00
H6 -5.28 -0.38 5.16
H7 -4.23 -2.18 6.49
H8 -2.18 -3.29 5.66
H9 -1.17 -2.58 3.52
H10 -2.84 -3.10 0.36
H11 -4.77 -3.78 -1.01
H12 -6.43 -2.08 -1.73
H13 -6.14 0.28 -1.05
H14 -4.21 0.95 0.31
H15 1.41 1.95 2.01
H16 0.70 0.84 0.88
H17 2.83 2.13 3.50
H18 3.64 3.27 5.51
H19 2.86 2.56 7.75
H20 1.25 0.69 7.95
H21 0.40 -0.43 5.92
H22 3.76 -0.43 3.89
H23 5.51 -1.91 3.03
H24 5.02 -3.47 1.18
H25 2.76 -3.48 0.14
H26 1.00 -2.00 1.02
C28 5.18 -2.11 -2.25
N1 4.49 -0.96 -1.70
C29 5.16 0.05 -1.07
C30 4.54 1.15 -0.63
C31 3.11 1.29 -0.84
O1 2.49 2.32 -0.57
N2 2.46 0.20 -1.39
C32 3.11 -0.89 -1.90
O2 2.54 -1.78 -2.51
H27 6.18 -2.14 -1.83
H28 5.24 -2.05 -3.34
H29 4.64 -3.02 -2.00
H30 6.22 -0.11 -0.96
H31 5.08 1.94 -0.14
Cl1 -0.83 -2.36 -2.76
C33 -2.14 -1.42 -3.29
C34 -3.03 -1.99 -4.18
C35 -4.11 -1.25 -4.62
C36 -4.37 0.05 -4.18
C37 -3.50 0.61 -3.28
Cl2 -3.81 2.20 -2.74
C38 -2.32 -0.07 -2.80
N3 -1.51 0.58 -2.00
H32 -2.87 -3.00 -4.52
H33 -4.80 -1.70 -5.33
H34 -5.22 0.60 -4.53
N4 1.63 1.70 -4.49
C39 0.97 0.85 -4.04
H35 2.23 2.49 -4.61

Summary:
Multiplicity ... 1
HOMO energy (spin up / spin down) ... -7.4 / -7.4 eV
DFT total energy ... -98378.7497 eV
Strongest force on any atom ... 0.63 eV/Å
LUMO level (spin up / spin down) ... -2.582 / -2.583 eV

Atom charges from the Mulliken analysis, given in e for atoms 1 to 4: Au 0.469; C -1.836; C -0.644; P 0.556